# 1
C31H53BINO12 | ωB97M-V/def2-TZVPD

Cartesian coordinates (Å):
C (-2.181, 4.724, -3.077)
C (-3.277, 4.064, -2.245)
O (-2.857, 3.880, -0.899)
C (-3.777, 4.323, 0.079)
C (-4.815, 3.249, 0.393)
C (-4.088, 1.966, 0.848)
C (-4.944, 1.034, 1.721)
C (-4.141, 0.289, 2.809)
C (-2.753, 0.018, 2.341)
C (-1.620, 0.527, 2.826)
I (-1.564, 1.878, 4.421)
C (-0.338, 0.161, 2.163)
O (0.702, -0.017, 2.732)
C (-0.457, -0.006, 0.690)
C (0.579, 0.380, -0.151)
C (0.430, 0.250, -1.534)
B (1.617, 0.791, -2.439)
O (2.910, 0.446, -2.130)
O (1.379, 1.630, -3.500)
C (-0.743, -0.310, -2.076)
N (-0.816, -0.438, -3.502)
C (-1.795, -0.730, -1.224)
C (-3.051, -1.317, -1.816)
C (-4.003, -0.252, -2.301)
O (-3.821, 0.423, -3.276)
C (-1.626, -0.545, 0.155)
C (-2.674, -0.895, 1.155)
O (-3.399, -1.847, 1.047)
H (-2.617, 5.454, -3.755)
H (-1.445, 5.214, -2.449)
H (-1.681, 3.990, -3.705)
H (-3.523, 3.090, -2.663)
H (-4.181, 4.672, -2.294)
H (-4.267, 5.252, -0.221)
H (-3.190, 4.501, 0.977)
H (-5.434, 3.590, 1.221)
H (-5.412, 3.062, -0.497)
H (-3.184, 2.289, 1.355)
H (-3.826, 1.437, -0.063)
H (-5.776, 1.579, 2.160)
H (-5.393, 0.286, 1.070)
H (-4.612, -0.684, 2.947)
H (-4.171, 0.782, 3.772)
H (1.488, 0.786, 0.267)
H (3.447, 1.223, -1.944)
H (0.707, 2.289, -3.301)
H (-1.366, -1.253, -3.739)
H (-1.342, 0.347, -3.874)
H (-3.576, -1.963, -1.129)
H (-2.799, -1.930, -2.677)
H (-4.931, -0.111, -1.720)
C (6.356, 2.418, -2.177)
O (5.668, 3.652, -2.279)
C (6.516, 4.784, -2.162)
C (6.849, 5.381, -3.511)
O (7.625, 4.498, -4.303)
C (6.870, 3.806, -5.283)
H (5.682, 1.636, -2.527)
H (7.259, 2.399, -2.791)
H (6.623, 2.215, -1.134)
H (7.434, 4.523, -1.626)
H (5.980, 5.531, -1.568)
H (7.443, 6.287, -3.356)
H (5.931, 5.664, -4.036)
H (6.619, 4.473, -6.115)
H (5.952, 3.386, -4.866)
H (7.488, 2.994, -5.661)
C (-0.630, -6.931, -2.274)
O (0.317, -6.189, -1.529)
C (0.519, -4.874, -2.021)
C (-0.241, -3.845, -1.213)
O (-1.647, -4.004, -1.337)
C (-2.240, -4.668, -0.229)
H (-0.893, -7.811, -1.689)
H (-1.536, -6.352, -2.468)
H (-0.199, -7.258, -3.227)
H (0.236, -4.810, -3.077)
H (1.589, -4.659, -1.945)
H (0.009, -2.847, -1.592)
H (0.060, -3.892, -0.162)
H (-2.293, -3.988, 0.625)
H (-1.694, -5.571, 0.052)
H (-3.253, -4.945, -0.516)
C (2.143, -1.606, 7.626)
O (1.159, -1.607, 6.612)
C (1.612, -2.101, 5.363)
C (1.192, -3.536, 5.136)
O (1.812, -4.428, 6.052)
C (0.970, -4.809, 7.122)
H (1.638, -1.432, 8.575)
H (2.674, -2.560, 7.677)
H (2.866, -0.800, 7.459)
H (2.700, -2.004, 5.283)
H (1.160, -1.478, 4.586)
H (1.505, -3.836, 4.131)
H (0.103, -3.624, 5.193)
H (0.221, -5.535, 6.784)
H (0.464, -3.948, 7.566)
H (1.593, -5.279, 7.881)

gap between HOMO and LUMO	7.99	eV
HOMO	-8.95	eV
relative energy (zero: lowest compared OMol25 entry of this formula, charge and spin)	0.0	kcal per mole



# 2
C31H53BrNP3Re | ωB97M-V/def2-TZVPD

Cartesian coordinates (Å):
C (0.650, -2.408, 5.228)
C (0.718, -2.507, 3.827)
C (-0.052, -3.607, 3.279)
C (-0.617, -4.551, 4.174)
N (-0.477, -4.476, 5.500)
C (0.131, -3.423, 6.030)
C (1.650, -1.613, 3.266)
C (2.310, -0.766, 2.600)
C (2.951, -0.663, 1.258)
C (2.907, 0.290, 0.030)
C (3.043, -0.175, -1.392)
C (2.809, -1.641, -1.355)
C (3.532, -2.356, -0.318)
C (3.623, -1.812, 0.955)
Re (1.189, 0.248, -1.142)
P (-1.100, 0.191, 0.860)
H (-0.206, -3.792, 2.221)
H (1.165, -1.572, 5.665)
H (-1.184, -5.426, 3.816)
H (0.283, -3.320, 7.108)
H (4.052, -2.381, 1.796)
H (3.719, 0.966, 0.232)
H (4.059, -3.284, -0.559)
H (3.671, 0.324, -2.184)
C (-2.428, 1.413, 0.396)
C (-3.902, 1.141, 0.718)
H (-2.278, 1.567, -0.682)
H (-2.144, 2.353, 0.883)
H (-4.500, 1.929, 0.230)
H (-4.256, 0.184, 0.304)
H (-4.115, 1.223, 1.800)
C (-2.050, -1.394, 0.955)
C (-2.800, -1.750, 2.246)
H (-1.297, -2.161, 0.704)
H (-2.752, -1.402, 0.110)
H (-3.299, -2.718, 2.107)
H (-2.104, -1.908, 3.079)
H (-3.574, -1.011, 2.498)
C (-0.888, 0.581, 2.700)
C (-2.011, 1.304, 3.460)
H (0.036, 1.163, 2.743)
H (-0.598, -0.350, 3.205)
H (-1.682, 1.537, 4.481)
H (-2.257, 2.276, 3.011)
H (-2.920, 0.701, 3.572)
Br (3.007, -2.244, -3.254)
P (-0.725, -0.874, -2.562)
C (-2.553, -1.006, -2.421)
C (-3.272, -1.081, -3.756)
H (-2.910, -0.134, -1.853)
H (-2.772, -1.896, -1.810)
H (-4.343, -1.237, -3.597)
H (-3.157, -0.149, -4.321)
H (-2.901, -1.895, -4.385)
C (-0.321, 0.133, -4.077)
C (0.190, -0.653, -5.270)
H (0.481, 0.843, -3.781)
H (-1.172, 0.780, -4.365)
H (0.463, 0.011, -6.101)
H (1.097, -1.213, -5.018)
H (-0.539, -1.372, -5.654)
C (-0.174, -2.614, -2.709)
C (-0.942, -3.619, -3.542)
H (-0.065, -2.974, -1.660)
H (0.841, -2.570, -3.148)
H (-0.368, -4.553, -3.512)
H (-1.939, -3.826, -3.142)
H (-1.035, -3.301, -4.586)
C (2.577, 2.926, -2.662)
C (2.751, 3.037, -1.160)
P (1.339, 2.290, -0.257)
C (1.766, 2.633, 1.530)
C (2.438, 3.941, 1.889)
C (-0.008, 3.553, -0.591)
C (0.302, 5.001, -0.333)
H (2.279, 1.922, -3.003)
H (3.546, 3.175, -3.126)
H (1.813, 3.649, -3.017)
H (3.693, 2.570, -0.828)
H (2.750, 4.062, -0.787)
H (0.814, 2.529, 2.059)
H (2.348, 1.755, 1.852)
H (1.674, 4.715, 2.062)
H (2.998, 3.788, 2.814)
H (3.110, 4.299, 1.109)
H (-0.296, 3.373, -1.637)
H (-0.866, 3.206, -0.008)
H (1.327, 5.277, -0.585)
H (-0.403, 5.574, -0.939)
H (0.147, 5.247, 0.724)

gap between HOMO and LUMO (spin up / spin down)	5.18 / 4.35	eV
2S+1	4
net charge	+4
HOMO (spin up / spin down)	-19.29 / -19.40	eV
relative energy (zero: lowest compared OMol25 entry of this formula, charge and spin)	168.4	kcal per mole



# 3
C31H53Cl2N2O9P3 | ωB97M-V/def2-TZVPD

Cartesian coordinates (Å):
C (-0.703, 0.243, -0.265)
C (-0.662, -1.162, 0.416)
Cl (-2.149, -2.056, -0.221)
C (-0.822, -1.112, 1.957)
C (0.469, -1.320, 2.809)
C (1.588, -0.347, 2.372)
C (1.469, 0.991, 3.152)
C (0.452, 1.993, 2.542)
O (1.989, 2.089, 2.506)
N (-0.042, -0.987, 4.169)
C (-0.672, -2.053, 4.804)
O (-1.458, -1.985, 5.720)
C (-0.104, -3.353, 4.106)
P (-1.661, -4.226, 3.552)
O (-2.218, -5.103, 4.606)
P (0.414, -4.402, 5.572)
O (0.769, -5.779, 5.170)
C (0.946, -2.812, 3.089)
C (2.303, -2.936, 3.876)
C (2.725, -1.939, 4.736)
C (3.899, -2.114, 5.445)
C (4.589, -3.304, 5.265)
C (4.079, -4.210, 4.373)
N (2.960, -4.065, 3.680)
P (1.342, -3.907, 1.566)
O (-0.092, -4.041, 0.744)
Cl (2.639, -2.707, 0.385)
H (0.186, 0.832, -0.044)
H (-1.645, 0.725, 0.058)
H (-0.826, 0.041, -1.333)
H (0.203, -1.712, 0.057)
H (-1.639, -1.777, 2.236)
H (-1.167, -0.095, 2.186)
H (1.535, -0.038, 1.329)
H (2.600, -0.707, 2.565)
H (1.521, 0.955, 4.238)
H (0.391, 2.087, 1.461)
H (0.308, 2.975, 2.991)
H (-0.688, -0.203, 4.224)
H (-2.659, -3.261, 3.254)
H (-1.465, -4.993, 2.387)
H (1.464, -3.774, 6.289)
H (-0.679, -4.455, 6.462)
H (2.177, -1.020, 4.885)
H (4.280, -1.382, 6.148)
H (5.501, -3.521, 5.809)
H (4.628, -5.142, 4.238)
H (0.131, -4.072, -0.199)
C (-1.708, -2.843, -5.080)
C (-0.378, -2.173, -5.420)
C (-0.270, -1.128, -4.319)
O (-0.943, -1.663, -3.184)
C (-1.688, -2.823, -3.554)
H (-1.814, -3.846, -5.491)
H (-2.535, -2.233, -5.451)
H (0.435, -2.899, -5.329)
H (-0.339, -1.744, -6.421)
H (-0.775, -0.196, -4.598)
H (0.759, -0.892, -4.050)
H (-1.173, -3.699, -3.144)
H (-2.685, -2.770, -3.117)
C (3.878, 2.082, -3.731)
C (3.072, 3.162, -4.433)
C (1.775, 2.433, -4.745)
O (1.589, 1.461, -3.707)
C (2.802, 1.351, -2.948)
H (4.674, 2.470, -3.097)
H (4.327, 1.413, -4.470)
H (2.881, 3.988, -3.742)
H (3.557, 3.566, -5.320)
H (1.837, 1.903, -5.701)
H (0.914, 3.104, -4.774)
H (2.631, 1.820, -1.973)
H (3.043, 0.299, -2.787)
C (0.189, 6.492, -0.956)
C (0.605, 5.579, -2.102)
C (0.977, 4.304, -1.362)
O (0.154, 4.251, -0.192)
C (-0.493, 5.514, -0.010)
H (-0.461, 7.312, -1.260)
H (1.075, 6.918, -0.479)
H (-0.249, 5.395, -2.760)
H (1.420, 5.974, -2.707)
H (2.024, 4.324, -1.036)
H (0.817, 3.406, -1.962)
H (-1.552, 5.392, -0.261)
H (-0.417, 5.816, 1.036)
C (-5.291, 0.857, -2.440)
C (-5.893, 1.870, -1.477)
C (-4.912, 1.817, -0.316)
O (-3.630, 1.495, -0.870)
C (-3.803, 1.081, -2.232)
H (-5.600, 0.995, -3.475)
H (-5.564, -0.157, -2.135)
H (-5.884, 2.864, -1.931)
H (-6.916, 1.642, -1.180)
H (-5.182, 1.027, 0.394)
H (-4.847, 2.762, 0.223)
H (-3.429, 1.882, -2.880)
H (-3.207, 0.183, -2.411)

gap between HOMO and LUMO	8.91	eV
HOMO	-8.47	eV



no.,electronic energy (eV)
1,-67841.541
2,-134484.743
3,-107322.540